Formula: C5H12NO2
Source: the OMol25 dataset
Level of theory: ωB97M-V/def2-TZVPD

Cartesian coordinates (Å):
C1 -2.49899 0.18608 0.66547
C2 -0.99420 0.36269 0.68391
C3 1.75908 0.71621 1.19388
C4 -0.17749 -0.67490 0.79460
C5 0.03791 0.05458 -1.91586
N1 1.22950 -0.86332 -1.61791
O1 0.19325 1.24272 -1.86535
O2 1.17355 -0.63788 0.88713
H1 -2.92482 0.28162 -0.33637
H2 -2.91188 1.05580 1.17829
H3 -0.55260 1.39826 0.78669
H4 1.56884 1.33341 0.44558
H5 2.74930 0.50784 1.44779
H6 1.34259 1.01806 2.11022
H7 -0.75060 -1.58390 0.67154
H8 -0.90228 -0.41093 -2.05064
H9 0.92152 -1.87084 -1.28755
H10 2.01139 -0.82744 -2.27414
H11 1.52912 -0.55248 -0.63637
H12 -2.80320 -0.73561 1.11912

The HOMO-LUMO gap comes out at 9.221 eV. The value obtained for the energy above the lowest of the compared OMol25 structures with the same formula, charge and spin is 338.0 kJ/mol. Its HOMO energy is -13.29 eV. Its calculated total energy is -10955.116 eV. As for the multiplicity: 1. The calculation puts the lowest unoccupied orbital energy at -4.07 eV. For the maximum force, the calculation gives 0.1005 hartree/bohr. Its charge is +1. For the molar mass, the calculation gives 118.156 u.

Löwdin population analysis, charges in e, atoms 1 to 2: -0.058, -0.147